(1)
16
Properties=species:S:1:pos:R:3 method="wB97M-V/def2-TZVPD" charge=0 homo_lumo_gap_ha=0.40611 smiles=OCCCO.O e_above_lowest_ev=0.9316
H -0.942 -0.071 0.260
H -0.175 -0.932 -1.743
H 0.110 0.884 3.179
H 1.637 -3.267 -2.224
H 2.362 -0.370 -1.091
C 0.292 -1.160 -0.766
H 3.785 -1.535 -3.051
O 0.000 0.000 0.000
O -0.344 1.735 2.987
H 1.536 -1.669 -3.019
H 2.207 -1.842 -0.089
O 3.510 -2.246 -2.435
H -0.231 -2.038 -0.340
C 2.071 -2.249 -2.242
H 0.137 2.104 2.213
C 1.825 -1.332 -0.994


(2)
17
Properties=species:S:1:pos:R:3 method="wB97M-V/def2-TZVPD" charge=-2 homo_lumo_gap_ha=0.20479 e_above_lowest_ev=3.3135
H -1.050 -0.820 1.427
S 0.053 -0.104 3.150
O -1.968 1.719 -2.695
C 0.098 0.647 0.343
O 0.013 0.292 -2.199
H -1.109 1.068 -2.693
H 1.164 0.557 0.399
C -0.778 0.241 1.468
C -0.528 -0.252 -1.006
H -1.548 -0.271 -0.876
H 2.338 -2.115 -2.024
H -1.551 0.951 1.666
H -0.176 -1.278 -0.702
H -0.116 1.671 0.129
H -1.870 2.203 -1.795
H 3.045 -1.682 -0.476
O 2.863 -2.317 -1.393


(3)
17
Properties=species:S:1:pos:R:3 method="wB97M-V/def2-TZVPD" charge=0 homo_lumo_gap_ha=0.35879 smiles="O=CCCS.O.O" e_above_lowest_ev=0.7084
O -0.173 0.468 3.930
H -1.390 -2.851 -0.159
H -0.061 1.174 3.287
C 1.692 0.534 0.685
O -2.438 1.613 -3.614
H -0.008 0.718 -0.658
H -0.718 0.834 4.637
H 1.522 1.562 1.056
O 2.502 -0.184 1.194
H 0.750 -1.929 -1.341
H -1.653 1.318 -4.087
H 0.909 -1.919 0.390
H -2.335 1.231 -2.732
H 1.448 0.234 -1.415
C 0.858 0.094 -0.504
S -1.361 -1.513 -0.221
C 0.457 -1.386 -0.448


no.,calculated total energy (eV)
1,-9414.6013
2,-20247.0144
3,-20250.0581